Entry 1:
# C18H20BaI2N3OS

C18H20BaI2N3OS as an isolated structure in a non-equilibrium geometry (ωB97M-V with the def2-TZVPD basis set, the Open Molecules 2025 dataset).

Calculated values
Largest force on an atom (eV/Å): 3.85
LUMO (eV): 2.07
DFT total energy (eV): -53240.467
Highest occupied orbital energy (hartree): -0.06926

Geometry as ORCA input:
```
! wB97M-V def2-TZVPD RIJCOSX def2/J DEFGRID3
* xyz -1 1
Ba -1.58 -1.54 -0.41
I 1.34 2.88 5.61
C 0.40 2.03 3.97
C -0.97 1.83 3.99
C -1.58 1.28 2.87
I -3.62 0.89 2.90
C -0.86 0.92 1.71
O -1.43 0.41 0.65
C 0.54 1.08 1.75
C 1.35 0.52 0.61
N 1.27 -0.95 0.57
C 1.85 -1.63 1.70
C 0.90 -2.58 2.41
C 1.38 -3.74 3.01
C 0.50 -4.56 3.69
C -0.83 -4.20 3.77
C -1.22 -3.03 3.14
N -0.38 -2.23 2.48
C 1.15 1.64 2.86
H -1.56 2.09 4.85
H 0.96 0.88 -0.34
H 2.38 0.89 0.70
H 1.61 -1.32 -0.31
H 2.75 -2.19 1.42
H 2.17 -0.89 2.44
H 2.43 -4.01 2.91
H 0.85 -5.48 4.15
H -1.56 -4.81 4.28
H -2.26 -2.71 3.16
H 2.23 1.76 2.86
S -1.04 -4.00 -1.63
C -1.63 1.25 -5.27
C -0.42 1.95 -4.64
C 0.71 2.08 -5.67
C -0.80 3.32 -4.09
C 0.07 1.10 -3.52
N 0.46 0.44 -2.66
H -1.97 1.84 -6.12
H -2.45 1.18 -4.55
H -1.39 0.25 -5.60
H 0.35 2.69 -6.50
H 1.00 1.10 -6.06
H 1.59 2.56 -5.24
H -1.13 3.96 -4.91
H 0.05 3.80 -3.59
H -1.62 3.24 -3.37
*
```

---

Entry 2:
# C17H21NO4S

One molecule with the formula C17H21NO4S (ωB97M-V with the def2-TZVPD basis set, the Open Molecules 2025 dataset).

Calculated values
Largest force on an atom (eV/Å): 0.93
SMILES: CCc1ccc(OC)c(S(=O)(=O)NCCOc2ccccc2)c1
LUMO (eV): 0.65
DFT total energy (eV): -38484.165
ΔE to the lowest compared entry with this formula, charge and spin (eV): 1.8043
Highest occupied orbital energy (hartree): -0.31110

Geometry as ORCA input:
```
! wB97M-V def2-TZVPD RIJCOSX def2/J DEFGRID3
* xyz 0 1
C -2.01 -3.65 -1.08
C -0.96 -3.31 -2.13
C -0.35 -1.96 -1.87
C -0.77 -0.83 -2.54
C -0.21 0.42 -2.31
C 0.81 0.56 -1.37
O 1.44 1.71 -1.06
C 1.08 2.88 -1.76
C 1.23 -0.58 -0.69
S 2.61 -0.47 0.43
O 3.78 -0.14 -0.34
O 2.64 -1.66 1.23
N 2.25 0.81 1.43
C 2.16 0.62 2.85
C 1.06 1.52 3.47
O 0.29 2.21 2.52
C -0.60 1.54 1.73
C -1.32 2.33 0.84
C -2.26 1.76 0.01
C -2.52 0.40 0.07
C -1.81 -0.38 0.96
C -0.85 0.17 1.79
C 0.67 -1.81 -0.93
H -2.80 -2.90 -1.07
H -1.56 -3.68 -0.09
H -2.46 -4.62 -1.29
H -0.18 -4.07 -2.11
H -1.42 -3.31 -3.12
H -1.56 -0.91 -3.28
H -0.57 1.27 -2.86
H 0.03 3.14 -1.59
H 1.72 3.67 -1.36
H 1.27 2.78 -2.83
H 2.65 1.68 1.12
H 3.11 0.82 3.36
H 1.93 -0.44 2.99
H 1.52 2.31 4.06
H 0.41 0.93 4.13
H -1.11 3.39 0.82
H -2.82 2.38 -0.68
H -3.26 -0.04 -0.57
H -2.00 -1.44 1.02
H -0.31 -0.47 2.47
H 1.05 -2.65 -0.37
*
```

---

Entry 3:
# C9H15N3S3

One molecule with the formula C9H15N3S3 in a non-equilibrium geometry (ωB97M-V with the def2-TZVPD basis set, the Open Molecules 2025 dataset).

Calculated values
Largest force on an atom (eV/Å): 1.94
SMILES: CSCc1nc(CSC)nc(CSC)n1
LUMO (eV): 0.29
DFT total energy (eV): -46552.518
Highest occupied orbital energy (hartree): -0.32154

Geometry as ORCA input:
```
! wB97M-V def2-TZVPD RIJCOSX def2/J DEFGRID3
* xyz 0 1
C -0.45 -1.23 -3.33
S 0.87 -2.43 -2.90
C 1.92 -1.46 -1.73
C 1.20 -0.88 -0.57
N 1.23 0.42 -0.42
C 0.46 0.92 0.54
C 0.53 2.39 0.78
S -0.33 3.40 -0.49
C 0.50 2.94 -2.06
N -0.39 0.19 1.27
C -0.35 -1.10 1.08
C -1.32 -1.97 1.85
S -0.96 -2.17 3.62
C -1.50 -0.54 4.24
N 0.43 -1.66 0.18
H 0.00 -0.31 -3.70
H -1.02 -0.96 -2.45
H -1.14 -1.66 -4.08
H 2.42 -0.67 -2.29
H 2.67 -2.14 -1.27
H 0.08 2.61 1.77
H 1.57 2.71 0.86
H 0.10 3.52 -2.88
H 1.57 3.17 -2.01
H 0.33 1.92 -2.28
H -1.36 -2.94 1.34
H -2.31 -1.55 1.77
H -1.07 0.27 3.66
H -2.58 -0.41 4.19
H -1.11 -0.39 5.27
*
```

---

Entry 4:
# C3H6N4S

One molecule with the formula C3H6N4S in a non-equilibrium geometry (ωB97M-V with the def2-TZVPD basis set, the Open Molecules 2025 dataset).

Calculated values
Largest force on an atom (eV/Å): 2.21
SMILES: [H]/N=C1\CNC(=S)N1N
LUMO (eV): 0.59
DFT total energy (eV): -20003.283
ΔE to the lowest compared entry with this formula, charge and spin (eV): 1.0528
Highest occupied orbital energy (hartree): -0.31180

Geometry as ORCA input:
```
! wB97M-V def2-TZVPD RIJCOSX def2/J DEFGRID3
* xyz 0 1
H -2.21 -1.75 1.92
N -1.54 -1.91 1.16
C -1.01 -0.77 0.82
C -1.30 0.66 1.25
N -0.38 1.43 0.44
C 0.42 0.68 -0.32
S 1.58 1.18 -1.36
N 0.02 -0.63 -0.06
N 0.61 -1.75 -0.60
H -2.31 0.96 1.01
H -1.04 0.79 2.30
H -0.35 2.41 0.37
H 1.09 -2.35 0.11
H -0.07 -2.34 -1.04
*
```

---

Entry 5:
# C33H38BrGeN2O8V

C33H38BrGeN2O8V as an isolated structure in a non-equilibrium geometry (ωB97M-V with the def2-TZVPD basis set, the Open Molecules 2025 dataset).

Calculated values
Largest force on an atom (eV/Å): 2.74
LUMO (spin up / spin down) (eV): -0.49 / -1.05
DFT total energy (eV): -206443.814
Highest occupied orbital energy (spin up / spin down) (hartree): -0.30031 / -0.29992

Geometry as ORCA input:
```
! wB97M-V def2-TZVPD RIJCOSX def2/J DEFGRID3
* xyz 0 1
V 1.06 0.35 -0.04
O 1.91 -3.19 -2.28
C 1.87 -1.98 -1.77
O 1.31 -1.72 -0.72
C 2.62 -0.94 -2.56
O 2.28 0.35 -2.10
C 1.39 1.06 -2.97
C -0.02 0.52 -2.75
O -0.80 0.38 -3.67
O -0.29 0.22 -1.50
H 1.34 -3.79 -1.76
H 2.39 -1.06 -3.62
H 3.69 -1.10 -2.43
H 1.70 0.94 -4.00
H 1.43 2.10 -2.67
N -1.56 3.35 0.19
C -2.36 4.15 -0.72
C -1.62 4.60 -1.98
N -1.16 3.43 -2.73
H -0.86 3.93 0.64
H -1.04 2.68 -0.36
H -2.74 5.03 -0.19
H -3.24 3.57 -1.02
H -0.73 5.16 -1.69
H -2.26 5.27 -2.56
H -0.50 3.70 -3.45
H -1.93 2.97 -3.21
C -1.82 -0.12 2.89
Ge -1.27 -0.42 1.03
C -2.93 -0.12 0.03
C -4.00 -0.88 0.51
C -5.25 -0.81 -0.08
C -5.46 0.04 -1.16
C -4.40 0.80 -1.64
C -3.15 0.72 -1.05
C -0.84 -2.35 1.02
C -0.32 -2.85 2.19
C 0.11 -4.20 2.30
C 0.04 -5.02 1.22
C -0.50 -4.55 -0.01
C -0.54 -5.40 -1.15
C -1.02 -4.93 -2.34
C -1.48 -3.60 -2.45
C -1.45 -2.77 -1.36
C -0.95 -3.22 -0.11
H -2.49 -0.96 3.13
H -2.40 0.80 2.96
H -1.01 -0.10 3.62
H -3.86 -1.56 1.34
H -6.07 -1.41 0.30
H -6.43 0.10 -1.62
H -4.56 1.46 -2.49
H -2.33 1.30 -1.47
H -0.24 -2.21 3.06
H 0.51 -4.56 3.24
H 0.38 -6.05 1.29
H -0.19 -6.42 -1.06
H -1.05 -5.58 -3.21
H -1.85 -3.23 -3.39
H -1.78 -1.75 -1.47
Br 5.32 0.85 5.13
C 4.44 1.42 3.55
C 5.00 2.45 2.80
C 4.28 2.88 1.69
C 3.08 2.30 1.33
C 2.58 1.15 2.02
C 3.24 0.81 3.21
C 2.40 2.79 0.12
O 2.72 3.74 -0.55
O 1.26 2.09 -0.22
H 5.93 2.90 3.09
H 4.65 3.70 1.09
H 0.94 -0.07 2.61
H 2.82 0.05 3.86
C 3.25 -1.48 1.08
O 2.75 -0.24 0.63
C 1.07 0.84 2.01
C 0.33 2.04 2.59
H 2.49 -2.07 1.60
H 4.08 -1.29 1.76
H 3.64 -2.07 0.25
H 0.51 2.11 3.67
H -0.74 2.03 2.41
H 0.71 2.96 2.15
*
```

---

Entry 6:
# C10H12O2

One molecule with the formula C10H12O2 in a non-equilibrium geometry (ωB97M-V with the def2-TZVPD basis set, the Open Molecules 2025 dataset).

Calculated values
Largest force on an atom (eV/Å): 10.79
SMILES: C=CCc1ccc(OC)c(O)c1
LUMO (eV): 0.42
DFT total energy (eV): -14651.868
ΔE to the lowest compared entry with this formula, charge and spin (eV): 7.4433
Highest occupied orbital energy (hartree): -0.31616

Geometry as ORCA input:
```
! wB97M-V def2-TZVPD RIJCOSX def2/J DEFGRID3
* xyz 0 1
C 3.22 0.10 1.49
C 3.33 0.38 0.08
C 2.35 -0.05 -1.04
C 0.91 -0.24 -0.49
C 0.31 -1.44 -0.12
C -0.83 -1.65 0.35
C -1.61 -0.52 0.55
O -3.04 -0.59 0.62
C -3.76 0.05 -0.35
C -1.18 0.68 0.27
O -1.80 1.90 0.54
C 0.11 0.96 -0.19
H 2.28 -0.80 1.76
H 3.85 0.54 2.23
H 4.24 1.02 -0.21
H 2.17 0.80 -1.89
H 2.72 -0.96 -1.61
H 0.71 -2.58 -0.48
H -1.23 -2.59 1.04
H -4.60 -0.46 -0.09
H -3.97 1.12 -0.46
H -3.17 -0.16 -1.52
H -1.48 2.62 -0.23
H 0.46 1.87 -0.25
*
```

---

Repeat the sixth record exactly.
# C10H12O2

One molecule with the formula C10H12O2 in a non-equilibrium geometry (ωB97M-V with the def2-TZVPD basis set, the Open Molecules 2025 dataset).

Calculated values
Largest force on an atom (eV/Å): 10.79
SMILES: C=CCc1ccc(OC)c(O)c1
LUMO (eV): 0.42
DFT total energy (eV): -14651.868
ΔE to the lowest compared entry with this formula, charge and spin (eV): 7.4433
Highest occupied orbital energy (hartree): -0.31616

Geometry as ORCA input:
```
! wB97M-V def2-TZVPD RIJCOSX def2/J DEFGRID3
* xyz 0 1
C 3.22 0.10 1.49
C 3.33 0.38 0.08
C 2.35 -0.05 -1.04
C 0.91 -0.24 -0.49
C 0.31 -1.44 -0.12
C -0.83 -1.65 0.35
C -1.61 -0.52 0.55
O -3.04 -0.59 0.62
C -3.76 0.05 -0.35
C -1.18 0.68 0.27
O -1.80 1.90 0.54
C 0.11 0.96 -0.19
H 2.28 -0.80 1.76
H 3.85 0.54 2.23
H 4.24 1.02 -0.21
H 2.17 0.80 -1.89
H 2.72 -0.96 -1.61
H 0.71 -2.58 -0.48
H -1.23 -2.59 1.04
H -4.60 -0.46 -0.09
H -3.97 1.12 -0.46
H -3.17 -0.16 -1.52
H -1.48 2.62 -0.23
H 0.46 1.87 -0.25
*
```